# C2H7N7

A single C2H7N7 molecule (ωB97M-V with the def2-TZVPD basis set, the OMol25 dataset).

Geometry as XYZ:
```
16
Properties=species:S:1:pos:R:3:nbo_charge:R:1
N 1.169 1.930 -0.071 -0.68
N -0.005 1.178 0.963 -0.54
C 0.239 -0.222 0.605 0.19
N 1.064 -0.838 1.407 -0.28
N 1.030 -2.186 0.822 -0.17
N 0.304 -2.326 -0.164 -0.20
C -0.249 -1.028 -0.306 0.17
N -0.829 -0.550 -1.527 -0.44
N -1.974 0.355 -1.369 -0.71
H 0.876 2.974 -0.135 0.36
H 2.214 1.793 0.598 0.36
H -0.049 1.474 2.129 0.41
H 2.007 -2.849 0.852 0.42
H -1.333 -1.143 -2.190 0.39
H -2.927 0.099 -0.691 0.33
H -1.538 1.337 -0.924 0.38
```

Its multiplicity is 1. The LUMO energy is 0.77 eV. The value obtained for the energy relative to the best compared isomer or geometry (same formula, charge and spin) is 467.0 kJ/mol. The frontier orbital gap is 9.1624 eV. The SMILES is NNc1n[nH]nc1NN.